No. 1
Below is a single C4H8N2O3 molecule in a non-equilibrium geometry, with properties calculated with ωB97M-V/def2-TZVPD.

The geometry in XYZ format:
```
17
Properties=species:S:1:pos:R:3:forces:R:3
O 2.10462 0.41560 -2.00006 0.21 1.26 -0.49
N 2.00499 -0.26308 -1.00729 -0.60 -0.42 -0.25
O 2.15729 -1.45467 -1.02971 0.44 -1.33 0.61
C 1.42881 0.33812 0.19775 -1.14 3.26 -0.29
C -0.17183 0.50293 -0.08128 -0.33 0.05 1.95
O -0.54796 1.51477 -0.95507 -0.56 0.74 3.15
C -0.95595 -0.82764 -0.22273 -2.22 2.40 -1.74
C -1.53075 -0.64532 1.16062 4.15 -0.02 2.05
N -0.77033 0.69999 1.30036 -1.01 0.79 -1.35
H 1.90436 1.41015 0.34463 -1.08 -2.27 -0.31
H 1.51087 -0.27196 1.08070 0.37 -0.37 -0.07
H -0.24060 1.31159 -1.78770 1.21 -0.60 -3.15
H -0.29859 -1.54992 -0.48804 1.59 -3.02 -0.28
H -1.79634 -0.80608 -1.02548 1.60 0.31 1.20
H -2.58046 -0.75035 1.19715 -1.05 0.33 0.55
H -0.92153 -1.22959 1.96851 -1.93 0.24 -1.40
H -1.29661 1.60547 1.34765 0.34 -1.34 -0.16
```
Forces are in eV/Å.

HOMO   -9.606 eV
LUMO energy   0.22 eV
SMILES   O=[N+]([O-])C[C@@]1(O)CCN1
Energy relative to the best compared isomer or geometry (same formula, charge and spin)   139.2 kcal per mole
Multiplicity   1

***

No. 2
Below is a molecular structure, C16H42Ba2O14 in a non-equilibrium geometry, with properties calculated with ωB97M-V/def2-TZVPD.

The geometry in XYZ format:
```
74
Properties=species:S:1:pos:R:3:forces:R:3
Ba 4.86202 8.26775 -9.84391 -0.74 -1.12 0.55
Ba 1.20668 4.25361 -2.38785 0.90 0.49 -1.00
C 1.94880 7.23413 -6.25866 -0.40 0.19 0.15
C 2.89470 7.24200 -7.25260 0.56 0.58 -0.18
C 4.23562 6.54476 -6.99923 -0.31 0.23 -0.66
O 5.13788 6.66239 -7.89222 -0.13 0.73 -0.73
C 4.40240 5.82962 -5.86054 0.35 -0.56 0.71
C 3.41119 5.73600 -4.86508 0.33 0.04 -0.44
C 2.11214 6.52418 -5.06728 -0.80 0.30 -0.44
O 1.20256 6.49859 -4.19454 0.62 -0.94 0.61
O 3.56247 5.04517 -3.84730 -0.81 -0.37 0.72
O 2.75303 7.88741 -8.34503 1.00 -0.25 0.03
H 1.04752 7.81180 -6.42514 -0.13 -0.12 0.12
H 5.34048 5.30761 -5.71402 -0.01 0.03 0.09
C 4.31950 4.28009 -10.05609 -0.02 -0.16 -0.40
O 3.91977 5.54390 -10.62576 0.23 0.59 0.14
H 5.07799 3.80918 -10.68140 0.03 0.01 0.05
H 4.72550 4.46279 -9.06909 -0.07 0.07 0.08
H 3.45874 3.61647 -9.99169 -0.01 0.01 0.13
H 3.35528 5.37086 -11.38593 0.01 -0.05 -0.01
C 3.17470 7.17267 -1.33439 0.59 -0.03 0.29
O 2.15647 6.25167 -0.85613 0.13 0.09 -0.06
H 4.15358 6.89202 -0.93513 -0.14 -0.15 -0.01
H 3.21626 7.10090 -2.41224 -0.17 0.08 -0.07
H 2.96535 8.18862 -1.01171 -0.30 0.00 -0.19
H 1.98948 6.50885 0.05707 -0.18 -0.15 0.05
C -0.04525 9.59316 -9.15353 0.16 -0.12 -0.15
O 0.06598 8.18913 -8.97922 -0.32 0.05 -0.16
H 0.80196 9.99531 -9.72790 0.00 0.02 0.14
H -0.93355 9.80049 -9.74414 -0.13 -0.05 0.13
H -0.11002 10.10728 -8.19132 -0.03 0.12 -0.05
H 0.95678 8.01351 -8.66245 0.17 0.01 -0.05
C 7.26264 4.66477 -2.89177 0.55 0.35 0.18
O 8.51170 4.98762 -2.28107 -0.27 -0.07 -0.05
H 6.43190 4.93760 -2.23767 -0.15 -0.18 -0.06
H 7.16643 5.22420 -3.82911 -0.12 -0.10 -0.05
H 7.25958 3.59711 -3.09597 -0.16 -0.03 -0.04
H 8.34930 5.61057 -1.56942 0.14 0.03 -0.01
C 2.04875 0.85628 -4.16974 0.32 -0.14 0.10
O 2.53573 2.11826 -3.67561 -0.37 0.21 0.31
H 2.59717 0.03248 -3.71005 -0.05 0.05 0.06
H 0.99732 0.75568 -3.91381 -0.06 0.06 -0.06
H 2.18030 0.78819 -5.24903 -0.15 0.11 -0.03
H 3.50400 2.15869 -3.88039 -0.11 0.09 -0.06
C 0.69685 4.39661 -8.14419 0.28 -0.15 0.05
O 0.89653 3.05169 -7.69100 0.01 0.39 -0.10
H 1.54536 4.74767 -8.74581 -0.02 0.00 0.07
H -0.21350 4.54682 -8.72800 -0.05 -0.23 0.07
H 0.64388 5.01327 -7.25090 -0.09 0.07 -0.01
H 1.13622 2.50497 -8.44359 -0.14 -0.07 -0.04
C 5.01282 2.34344 -5.96352 -0.06 -0.06 0.14
O 5.06694 2.52221 -4.53050 -0.34 0.10 -0.34
H 5.53044 3.14750 -6.48632 0.17 -0.07 0.06
H 5.50016 1.39747 -6.17676 0.06 0.00 -0.04
H 3.98095 2.30273 -6.33319 0.00 0.02 0.15
H 4.85759 3.44895 -4.34806 0.14 0.14 0.07
C -1.88748 8.03191 -6.04396 0.15 0.72 0.02
O -1.74600 7.42245 -4.77382 0.09 -0.30 0.11
H -1.37531 7.48293 -6.83576 -0.18 -0.11 -0.09
H -2.94757 8.13566 -6.25604 -0.04 -0.26 -0.08
H -1.48713 9.05913 -6.03111 0.02 -0.16 0.00
H -0.80474 7.29072 -4.62544 0.06 0.02 0.09
C 8.03313 5.52452 -6.95515 -0.15 0.49 -0.05
O 7.23748 4.71632 -7.80930 0.11 -0.30 0.01
H 8.73243 4.88668 -6.42541 0.01 -0.10 -0.02
H 8.60195 6.28243 -7.50961 0.04 -0.19 -0.05
H 7.42976 6.07560 -6.22093 0.00 -0.18 0.00
H 6.48807 5.23191 -8.12316 0.05 0.27 0.26
C 1.85138 10.08799 -3.85701 0.10 -0.07 0.01
O 1.17416 9.22102 -2.96336 0.08 -0.03 0.28
H 2.60131 9.54354 -4.44254 -0.03 0.10 -0.06
H 1.14893 10.58554 -4.53014 0.04 -0.02 -0.05
H 2.36925 10.84529 -3.27013 -0.04 0.04 -0.01
H 1.17538 8.33137 -3.32453 -0.18 -0.02 -0.15
```
Forces are in eV/Å.

HOMO   -13.699 eV
LUMO energy   -6.40 eV
Charge   +2
Energy relative to the best compared isomer or geometry (same formula, charge and spin)   0.0 kcal per mole
Multiplicity   1

***

No. 3
Below is 4 unconnected molecules or ions with the total composition C2H7NOS in a non-equilibrium geometry, with properties calculated with ωB97M-V/def2-TZVPD.

The geometry in XYZ format:
```
12
Properties=species:S:1:pos:R:3:forces:R:3
C -1.10900 1.42932 1.25319 -0.31 -2.19 0.61
C -0.06633 0.94584 1.86146 -0.64 -2.88 0.98
N -0.57645 -1.12546 -2.18403 -0.02 -0.09 0.65
O 1.01367 -2.40184 -3.52236 0.31 0.14 -0.30
S 0.86882 -1.30834 -2.59717 -1.42 0.03 0.55
H 1.81956 -0.95807 0.46096 -1.83 1.92 -2.59
H -1.04772 2.34639 0.87384 -0.22 3.77 -1.64
H -1.99314 0.84522 1.11231 -0.45 -0.15 -0.01
H 0.85480 1.41411 2.03182 1.04 0.81 0.09
H -0.18279 -0.09157 2.23346 0.50 0.66 -0.03
H -0.94640 -0.60995 -1.35589 1.08 -0.11 -1.08
H 1.36498 -0.48566 -0.16759 1.97 -1.92 2.77
```
Forces are in eV/Å.

HOMO   -10.598 eV
LUMO energy   -0.53 eV
Energy relative to the best compared isomer or geometry (same formula, charge and spin)   97.1 kcal per mole
Multiplicity   1

***

No. 4
Below is a molecular structure, C3H2O3Pr in a non-equilibrium geometry, with properties calculated with ωB97M-V/def2-TZVPD.

The geometry in XYZ format:
```
9
Properties=species:S:1:pos:R:3:forces:R:3
O -0.87060 -0.76894 1.86016 -1.85 -1.59 -0.97
C 0.06884 -0.10949 1.28973 1.03 1.10 -1.35
C 0.20704 -0.22045 -0.09389 -1.59 0.89 0.45
O -0.89187 -0.71091 -0.83691 -3.29 -4.67 2.27
Pr -2.36965 -1.94362 0.56883 2.75 2.26 -0.54
H 0.62194 0.66526 1.83506 0.11 -0.61 0.14
C 0.17781 0.68627 -1.12410 4.59 3.97 -0.14
O 1.07902 1.38227 -1.74846 -2.28 -1.20 -0.05
H 1.97748 1.01961 -1.75042 0.53 -0.15 0.21
```
Forces are in eV/Å.

HOMO (alpha / beta)   -16.480 / -17.257 eV
LUMO energy (alpha / beta)   -11.68 / -10.19 eV
Charge   +2
Energy relative to the best compared isomer or geometry (same formula, charge and spin)   87.7 kcal per mole
Multiplicity   4
<S²>   3.793

***

No. 5
Below is 7 unconnected molecules or ions with the total composition C23H46ClF3NO19 in a non-equilibrium geometry, with properties calculated with ωB97M-V/def2-TZVPD.

The geometry in XYZ format:
```
93
Properties=species:S:1:pos:R:3:forces:R:3
C 2.07882 -2.41037 3.70717 0.47 0.32 -0.31
C 1.01387 -1.44054 3.23141 -0.31 -0.40 -0.20
Cl -0.18123 -1.25120 4.54668 0.01 0.23 0.02
C 0.23958 -1.91426 1.98993 -0.55 0.07 0.81
N 0.66327 -1.21384 0.73059 0.19 -0.95 0.33
C 2.08835 -1.44077 0.29480 0.90 0.82 -0.34
O 2.13758 -2.05704 -0.95242 -0.42 -0.46 0.38
C 2.34897 -3.41984 -0.94997 0.26 -0.31 -1.56
F 1.77016 -3.90021 -2.06104 0.59 0.37 1.03
F 1.81680 -4.01356 0.13104 0.24 0.22 -0.22
F 3.66113 -3.69556 -1.00783 -1.04 0.19 0.55
H 2.80329 -1.86551 4.29801 0.09 -0.06 0.36
H 2.63328 -2.86417 2.88768 0.00 -0.03 -0.18
H 1.65123 -3.21306 4.28943 -0.15 -0.15 0.16
H 1.41957 -0.45199 3.03288 0.13 0.19 0.10
H 0.27495 -2.99167 1.89265 0.32 -0.16 -0.41
H -0.80417 -1.66617 2.13660 -0.21 0.17 -0.20
H 0.06986 -1.55234 -0.03168 -0.12 0.31 -0.13
H 0.50007 -0.21783 0.87883 -0.05 0.14 -0.28
H 2.67469 -1.96176 1.03818 -0.31 -0.25 0.32
H 2.53242 -0.46057 0.17791 0.01 0.22 -0.11
C 4.03090 3.11385 -0.62670 0.10 -0.10 -0.15
O 3.63455 4.20364 0.20490 0.05 -0.06 0.00
C 2.73796 3.90945 1.13675 -0.10 0.23 -0.14
O 2.23419 2.82395 1.32179 0.00 -0.36 -0.03
O 2.46003 5.01232 1.80997 0.01 0.03 0.14
C 1.52545 4.84275 2.88088 -0.22 0.06 0.24
H 4.75803 3.50810 -1.32878 -0.01 0.12 0.05
H 4.49697 2.32806 -0.03364 -0.07 -0.02 0.03
H 3.17798 2.72132 -1.17897 -0.03 -0.03 0.06
H 1.92534 4.17299 3.63942 0.00 -0.11 -0.08
H 0.57567 4.46717 2.50356 0.03 -0.08 0.01
H 1.36758 5.81777 3.33044 0.14 0.10 -0.16
C -1.58426 3.68476 0.27442 0.23 0.02 -0.21
O -2.36252 4.38445 1.24404 0.07 0.02 0.01
C -3.49819 3.75911 1.56737 0.07 0.11 0.13
O -3.85259 2.70056 1.11750 -0.03 -0.05 0.16
O -4.14363 4.49264 2.46215 -0.11 -0.17 -0.14
C -5.39101 3.94023 2.90328 -0.25 0.01 0.17
H -0.68922 4.27284 0.08977 -0.07 0.15 0.13
H -1.28919 2.70654 0.65228 -0.11 -0.05 -0.02
H -2.13695 3.58031 -0.65712 -0.03 -0.11 0.03
H -5.23447 2.97706 3.38353 0.03 -0.04 -0.09
H -6.08273 3.84343 2.06942 0.06 -0.08 -0.04
H -5.79746 4.63931 3.62711 0.12 0.09 -0.01
C -2.33688 -8.63130 -4.48940 -0.11 -0.17 -0.17
O -1.46654 -8.29933 -3.40127 0.03 -0.05 0.01
C -1.52821 -7.03303 -3.01749 0.03 -0.15 -0.02
O -2.22554 -6.17522 -3.48792 -0.05 0.13 -0.02
O -0.67147 -6.86293 -2.00278 0.08 -0.01 0.08
C -0.64290 -5.53416 -1.49701 -0.34 -0.03 0.07
H -2.18406 -9.68572 -4.69592 0.10 -0.01 0.11
H -3.37578 -8.46502 -4.21331 0.01 0.10 -0.01
H -2.08336 -8.05050 -5.37350 -0.04 0.09 0.04
H -1.62336 -5.25311 -1.10858 0.00 0.03 -0.11
H -0.33377 -4.83930 -2.26912 -0.13 0.07 -0.11
H 0.07440 -5.53042 -0.68979 0.16 -0.17 0.12
C -5.06344 0.96480 -0.90987 -0.14 -0.01 0.09
O -5.38283 0.71607 -2.28347 0.01 -0.06 0.05
C -4.36856 0.24030 -2.99470 -0.21 0.03 -0.09
O -3.25653 0.01614 -2.58006 0.17 -0.04 0.07
O -4.78525 0.05229 -4.24193 0.03 0.00 -0.01
C -3.79244 -0.46266 -5.13151 0.07 -0.08 -0.21
H -5.96322 1.34485 -0.43683 -0.08 0.00 -0.15
H -4.76502 0.04065 -0.41717 0.08 0.02 -0.01
H -4.28117 1.70597 -0.82721 0.11 -0.04 -0.03
H -3.44666 -1.43909 -4.79786 0.05 0.03 0.06
H -2.95467 0.22717 -5.21330 0.04 -0.03 0.08
H -4.26909 -0.56377 -6.10145 -0.12 0.05 0.05
C -2.75996 8.16892 7.61447 -0.03 0.07 0.22
O -2.58555 8.47722 6.22946 -0.01 0.05 0.03
C -2.44384 7.41492 5.44307 -0.02 0.11 -0.01
O -2.45052 6.26464 5.79991 0.01 -0.11 0.03
O -2.29175 7.84056 4.19203 0.09 0.04 -0.11
C -2.13095 6.78911 3.23682 0.05 -0.01 -0.25
H -2.86188 9.11780 8.13189 0.01 0.07 -0.12
H -3.66097 7.57809 7.76618 0.05 -0.09 -0.03
H -1.89234 7.63910 8.00248 -0.03 -0.09 -0.04
H -3.00302 6.14743 3.21536 0.08 0.01 0.15
H -1.23894 6.20303 3.45465 -0.06 -0.05 0.10
H -2.01595 7.25153 2.26033 0.00 0.21 0.10
C 6.20386 -4.58957 -2.35534 0.24 -0.08 0.18
O 6.59031 -5.31537 -3.51913 0.05 -0.06 0.07
C 6.48385 -4.61386 -4.64879 0.04 -0.11 -0.05
O 6.09820 -3.47681 -4.73185 -0.06 0.11 0.02
O 6.87212 -5.38625 -5.65474 0.02 -0.04 -0.03
C 6.81079 -4.76071 -6.94016 0.04 0.00 -0.25
H 6.32945 -5.25949 -1.50862 0.05 -0.12 -0.11
H 6.84216 -3.71749 -2.21900 -0.07 0.06 -0.05
H 5.16891 -4.29196 -2.42844 -0.06 0.12 -0.15
H 7.46577 -3.89284 -6.97604 -0.07 0.06 0.05
H 5.78901 -4.47251 -7.17823 0.01 0.08 0.06
H 7.15262 -5.49852 -7.65910 0.02 -0.10 0.11
```
Forces are in eV/Å.

HOMO   -12.334 eV
LUMO energy   -3.10 eV
Charge   +1
Multiplicity   1

***

No. 6
Below is 4 unconnected molecules or ions with the total composition C7H16O4 in a non-equilibrium geometry, with properties calculated with ωB97M-V/def2-TZVPD.

The geometry in XYZ format:
```
27
Properties=species:S:1:pos:R:3:forces:R:3
C -1.63935 0.58333 2.28243 -2.61 0.27 1.48
C -2.05593 0.12160 1.10805 -0.95 -1.50 -0.88
C -1.15636 -0.05883 -0.05038 1.39 -0.80 0.72
C 0.10244 -0.56127 0.10158 -1.53 0.75 -2.54
C 1.09958 -1.02442 -0.98931 -3.81 0.56 -0.59
C 0.23656 -1.03973 -2.30586 2.88 0.57 -0.51
C 0.55557 0.35415 -2.96419 -4.65 -3.56 -1.33
O -0.21850 0.72549 -3.82824 2.01 1.09 0.98
H -2.28561 0.87930 3.15492 0.14 -0.90 -1.13
H -0.64036 0.70148 2.58082 1.52 0.54 -0.50
H -3.06732 -0.38945 0.76673 1.45 1.93 1.52
H -1.73807 0.15164 -0.92202 0.46 -0.01 -1.10
H 0.21516 -0.72143 1.10970 1.38 -0.71 2.21
H 1.47513 -1.99182 -0.79246 0.64 -0.81 0.55
H 1.84985 -0.29628 -1.23627 0.91 0.02 0.77
H -0.80262 -1.27748 -2.20701 -0.46 0.22 0.17
H 0.63495 -1.77220 -3.05226 -0.03 0.43 0.54
H 1.47645 0.67607 -2.54483 1.18 1.86 -0.40
O 1.66787 0.32969 3.06616 -0.12 -0.12 0.04
H 2.38497 -0.06978 3.57620 -0.01 0.30 -0.37
H 1.99532 0.61975 2.20397 0.22 -0.17 0.37
O 2.41305 -3.03028 1.52006 0.63 -1.93 -3.21
H 3.06623 -2.84038 0.79494 -0.97 -0.30 1.18
H 2.53230 -2.36924 2.13840 0.34 2.22 2.04
O -2.15070 3.52315 0.48378 1.29 -0.65 1.49
H -2.03864 2.64752 0.07375 -0.13 0.44 0.18
H -1.60662 3.41887 1.32743 -1.16 0.25 -1.66
```
Forces are in eV/Å.

HOMO   -9.047 eV
LUMO energy   0.03 eV
SMILES   C=C/C=C/CCC=O.O.O.O
Energy relative to the best compared isomer or geometry (same formula, charge and spin)   67.7 kcal per mole
Multiplicity   1

***

no.,total energy (eV)
1,-13395.6514
2,-47312.6408
3,-16556.5612
4,-23331.1783
5,-85658.1981
6,-15704.7178